<one>
{
  "formula": "C2H10N4",
  "method": "ωB97M-V/def2-TZVPD",
  "orbital_gap_ev": [7.570, 7.574],
  "lumo_energy_ev": [-10.998, -10.996],
  "total_charge": 2,
  "e_homo_ev": [-18.5686, -18.5703],
  "species": ["C", "C", "N", "N", "N", "N", "H", "H", "H", "H", "H", "H", "H", "H", "H", "H"],
  "positions_angstrom": [[-1.006, 0.278, 1.120], [1.052, 0.195, -1.068], [-1.796, -0.310, 0.274], [0.985, -0.049, 0.308], [-2.070, 0.299, -0.807], [1.568, -1.048, 0.877], [-1.007, 1.339, 1.115], [-0.647, -0.294, 2.010], [1.574, -0.663, -1.523], [0.030, 0.399, -1.510], [1.685, 1.096, -1.229], [-2.171, -1.248, 0.324], [-2.914, 0.051, -1.356], [-1.928, 1.258, -0.935], [2.411, -1.662, 0.528], [1.579, -1.054, 1.922]]
}

<two>
{
  "formula": "C2H10N4",
  "method": "ωB97M-V/def2-TZVPD",
  "orbital_gap_ev": 11.736,
  "lumo_energy_ev": -8.094,
  "total_charge": 2,
  "smiles": "NC(=[NH2+])[C@H](N)[NH3+]",
  "e_homo_ev": -19.8299,
  "species": ["N", "C", "N", "C", "N", "N", "H", "H", "H", "H", "H", "H", "H", "H", "H", "H"],
  "positions_angstrom": [[1.929, 0.550, 0.658], [0.909, -0.217, 0.419], [0.751, -1.369, 0.966], [-0.224, 0.464, -0.558], [-0.788, 1.652, -0.319], [-1.505, -0.715, -0.727], [2.096, 1.515, 0.396], [2.792, -0.051, 0.946], [0.025, -1.992, 0.684], [1.364, -1.721, 1.629], [0.281, 0.358, -1.465], [-1.181, 2.336, -1.035], [-0.956, 1.942, 0.686], [-1.454, -1.596, -1.282], [-1.793, -1.048, 0.161], [-2.246, -0.107, -1.160]]
}

<three>
{
  "formula": "C2H10N4",
  "method": "ωB97M-V/def2-TZVPD",
  "orbital_gap_ev": 9.980,
  "lumo_energy_ev": -8.319,
  "total_charge": 2,
  "e_homo_ev": -18.2992,
  "species": ["C", "C", "N", "N", "N", "N", "H", "H", "H", "H", "H", "H", "H", "H", "H", "H"],
  "positions_angstrom": [[1.395, -0.229, -0.129], [-0.919, -0.007, -0.284], [1.785, 0.960, -0.465], [-1.060, 1.178, 0.181], [1.495, -0.745, 1.098], [-2.075, -0.886, -0.527], [1.008, -0.890, -0.803], [2.372, 1.531, 0.209], [1.488, 1.178, -1.369], [-0.210, 1.756, 0.254], [-1.847, 1.601, 0.628], [1.411, -1.747, 1.298], [2.295, -0.501, 1.680], [-2.018, -1.473, -1.426], [-2.212, -1.419, 0.292], [-2.907, -0.306, -0.639]]
}

<four>
{
  "formula": "C2H10N4",
  "method": "ωB97M-V/def2-TZVPD",
  "orbital_gap_ev": 11.529,
  "lumo_energy_ev": -7.708,
  "total_charge": 2,
  "e_homo_ev": -19.2367,
  "species": ["C", "C", "N", "N", "N", "N", "H", "H", "H", "H", "H", "H", "H", "H", "H", "H"],
  "positions_angstrom": [[0.836, -0.764, -0.177], [-0.801, 0.295, -0.232], [0.953, -1.874, 0.568], [-0.680, 1.559, -0.820], [1.738, -0.189, -0.906], [-1.314, 0.464, 1.144], [-1.450, -0.338, -0.776], [0.331, -2.458, 1.041], [1.797, -2.523, 0.332], [-0.588, 1.650, -1.818], [-0.409, 2.284, -0.180], [1.440, 0.579, -1.441], [2.649, -0.515, -1.175], [-1.765, -0.311, 1.681], [-0.691, 0.932, 1.739], [-2.048, 1.211, 1.019]]
}

Referenced to the most stable arrangement, the calculated values in eV are <one> 4.658; <two> 0.000; <three> 1.707; <four> 0.563.

<one>
{
  "formula": "C4H5BrN2",
  "method": "ωB97M-V/def2-TZVPD",
  "orbital_gap_ev": 9.405,
  "lumo_energy_ev": 0.399,
  "e_homo_ev": -9.0058,
  "species": ["C", "C", "C", "C", "N", "N", "Br", "H", "H", "H", "H", "H"],
  "positions_angstrom": [[-1.900, -1.477, -1.578], [-0.992, -1.127, -0.543], [-1.962, 0.932, -0.878], [0.292, 0.939, 0.113], [-2.561, -1.980, -2.371], [-0.909, 0.354, -0.370], [-1.973, 2.823, -0.488], [0.180, -1.434, -0.777], [-1.258, -1.779, 0.242], [1.084, 0.328, 0.281], [0.633, 1.771, -0.378], [0.118, 1.264, 1.061]]
}

<two>
{
  "formula": "C4H5BrN2",
  "method": "ωB97M-V/def2-TZVPD",
  "orbital_gap_ev": 8.250,
  "lumo_energy_ev": -0.251,
  "e_homo_ev": -8.5002,
  "species": ["C", "C", "C", "C", "N", "N", "Br", "H", "H", "H", "H", "H"],
  "positions_angstrom": [[0.861, -1.274, 0.223], [-0.279, -1.330, -0.625], [0.826, 1.009, 0.418], [-0.403, 1.484, 0.714], [1.397, -0.200, 0.630], [-1.124, -0.384, -0.473], [-2.404, -0.373, -1.864], [1.544, -2.074, 0.424], [-0.147, -2.074, -1.330], [1.413, 1.709, -0.245], [-0.990, 0.984, 1.492], [-0.696, 2.523, 0.636]]
}

Referenced to the most stable arrangement, the calculated values in eV are <one> 0.000; <two> 0.178.